(1)
Below is a molecular structure, C18H33BCl27NNbO4 at a distorted geometry, with properties calculated with ωB97M-V with the def2-TZVPD basis set.

Orbital gap: 6.28 eV
Largest force on an atom: 8.30 eV/Å
Net charge: -1
2S+1: 1

Each line ends with the Mulliken charge.
Atoms and positions in Å:
1 C -0.383 -1.264 -3.208  -0.8110
2 C 0.212 -0.780 -1.721  0.0644
3 C 1.640 -1.537 -1.541  0.0092
4 N 2.230 -1.613 -0.177  -0.4658
5 Nb 1.076 -2.558 1.340  -0.6894
6 C 2.283 -1.386 2.897  -0.4371
7 C 1.787 0.169 3.104  -0.2065
8 C 0.243 0.271 3.733  -0.4193
9 C 0.051 1.874 4.168  -0.2980
10 O 0.009 2.612 2.864  -0.1157
11 C -0.684 3.903 3.027  0.0669
12 O -0.236 5.028 2.442  -0.5124
13 C -0.057 -3.943 -0.051  -0.0631
14 B -1.692 -3.784 0.289  0.6040
15 O -2.249 -3.528 1.629  -0.5262
16 O -2.644 -3.882 -0.871  -0.4335
17 H -1.499 -0.914 -3.337  0.2865
18 H -0.418 -2.458 -3.232  0.2164
19 H 0.328 -0.945 -4.088  0.1765
20 H 0.406 0.392 -1.828  0.1430
21 H -0.627 -1.042 -0.956  0.0826
22 H 1.691 -2.632 -2.017  0.1354
23 H 2.416 -0.915 -2.207  -0.0949
24 H 3.251 -1.829 -0.149  0.1155
25 H 2.359 -3.879 1.491  0.0582
26 H 0.101 -3.225 2.713  0.1124
27 H -0.186 -1.218 1.177  0.0148
28 H 3.426 -1.347 2.556  0.2915
29 H 2.290 -2.006 3.912  -0.0423
30 H 1.923 0.828 2.137  0.1443
31 H 2.492 0.643 3.942  0.2376
32 H 0.092 -0.442 4.649  0.2538
33 H -0.583 0.045 2.918  0.1053
34 H -0.985 2.018 4.740  0.3973
35 H 0.960 2.268 4.812  0.1089
36 H -1.698 3.958 3.651  0.2891
37 H 0.197 -5.065 0.166  0.0315
38 H 0.034 -3.763 -1.195  -0.0970
39 H -3.247 -3.687 1.543  0.2234
40 H -3.302 -4.625 -0.719  0.1676
41 C 2.494 -4.912 5.372  -0.1046
42 Cl 3.655 -3.580 5.235  -0.1275
43 Cl 1.170 -4.473 6.464  -0.1499
44 Cl 1.864 -5.354 3.776  0.0801
45 H 3.013 -5.778 5.790  0.3515
46 C -5.419 -5.046 -3.539  0.0416
47 Cl -6.730 -5.694 -4.540  -0.1140
48 Cl -4.908 -6.241 -2.333  -0.1631
49 Cl -4.048 -4.557 -4.549  -0.1006
50 H -5.791 -4.164 -3.013  0.3041
51 C -8.191 -3.206 -7.526  0.0048
52 Cl -8.306 -4.903 -8.023  -0.1217
53 Cl -9.755 -2.626 -6.928  -0.1267
54 Cl -6.938 -3.004 -6.289  -0.0597
55 H -7.913 -2.610 -8.398  0.3099
56 C 1.073 7.771 1.038  0.6365
57 Cl 1.617 8.342 2.625  -0.1589
58 Cl -0.192 8.832 0.395  -0.1333
59 Cl 2.437 7.674 -0.089  -0.1588
60 H 0.653 6.769 1.158  -0.1741
61 C 2.293 -8.324 0.722  -0.0611
62 Cl 2.196 -6.557 0.799  -0.0660
63 Cl 3.929 -8.838 0.274  -0.1503
64 Cl 1.818 -9.042 2.270  -0.1411
65 H 1.600 -8.674 -0.047  0.2820
66 C -3.158 6.095 -1.427  -0.0463
67 Cl -1.840 5.627 -0.340  -0.0305
68 Cl -4.542 6.702 -0.502  -0.1404
69 Cl -2.604 7.312 -2.589  -0.1085
70 H -3.477 5.209 -1.983  0.3304
71 C 3.292 1.002 -4.614  -0.0538
72 Cl 3.177 -0.695 -5.111  -0.1123
73 Cl 1.728 1.583 -4.017  -0.0807
74 Cl 4.545 1.204 -3.378  -0.1228
75 H 3.570 1.598 -5.487  0.3337
76 C 2.359 8.095 -4.159  0.3338
77 Cl 0.720 7.513 -4.498  -0.1007
78 Cl 3.559 6.869 -4.603  -0.1192
79 Cl 2.671 9.611 -5.021  -0.1395
80 H 2.442 8.285 -3.086  0.0306
81 C 2.953 6.544 6.216  0.4846
82 Cl 1.850 7.011 7.522  -0.1342
83 Cl 4.614 7.027 6.603  -0.1321
84 Cl 2.865 4.799 5.922  -0.0967
85 H 2.647 7.063 5.305  -0.1185


(2)
Below is 5 unconnected molecules or ions with the total composition C18H33Br2IN4O15S at a distorted geometry, with properties calculated with ωB97M-V with the def2-TZVPD basis set.

Orbital gap: 8.40 eV
Largest force on an atom: 9.13 eV/Å
Net charge: 0
2S+1: 1
SMILES string: CCCCO[C@]1(C[C@@H](C)O)OS(=O)(=O)O[C@]1(CC(=O)I)/C(Br)=C(\C)Br.C[N+](=O)[O-].C[N+](=O)[O-].C[N+](=O)[O-].C[N+](=O)[O-]

Each line ends with the Mulliken charge.
Atoms and positions in Å:
1 C -4.265 -3.990 1.976  -0.6910
2 C -4.911 -2.572 1.397  -0.2633
3 C -4.338 -1.270 2.254  -0.5826
4 C -3.930 -0.070 1.209  -0.5580
5 O -2.498 0.258 1.165  -0.0537
6 C -1.870 -0.250 -0.098  0.4720
7 C -2.321 0.620 -1.411  -0.4174
8 C -2.942 -0.255 -2.650  -0.2365
9 C -1.820 -1.209 -3.427  -0.7316
10 O -4.148 -1.036 -2.319  -0.4884
11 O -2.187 -1.717 -0.100  -0.1330
12 S -0.917 -2.644 0.568  1.0713
13 O 0.011 -3.471 -0.353  -0.6276
14 O -1.111 -3.339 1.938  -0.5668
15 O 0.066 -1.302 0.969  -0.3674
16 C -0.257 -0.010 0.276  0.8443
17 C 0.820 -0.038 -0.959  -0.4757
18 C 2.396 -0.065 -0.511  0.0384
19 O 2.876 -0.167 0.731  -0.4699
20 I 3.874 0.028 -2.177  0.0322
21 C 0.008 1.055 1.538  -0.3722
22 Br 0.338 0.287 3.397  -0.1034
23 C 0.052 2.535 1.394  -0.1292
24 C -0.191 3.285 -0.044  -0.3184
25 Br 0.443 3.758 2.979  -0.2142
26 H -3.557 -3.722 2.898  0.1440
27 H -3.621 -4.435 1.082  0.0985
28 H -5.114 -4.749 2.246  0.3070
29 H -6.084 -2.671 1.590  0.4413
30 H -4.786 -2.465 0.237  0.1075
31 H -5.273 -0.885 2.887  0.2926
32 H -3.508 -1.546 3.031  0.3253
33 H -4.419 -0.313 0.174  0.2321
34 H -4.483 0.911 1.606  0.2561
35 H -1.457 1.290 -1.873  0.2697
36 H -3.161 1.390 -1.074  0.3866
37 H -3.285 0.537 -3.475  0.3510
38 H -2.411 -2.052 -4.018  0.3289
39 H -1.090 -1.758 -2.697  0.0415
40 H -1.303 -0.529 -4.227  0.2932
41 H -4.518 -1.427 -3.187  0.3700
42 H 0.624 -1.060 -1.545  0.2761
43 H 0.691 0.833 -1.731  0.4037
44 H -1.286 3.003 -0.394  0.0290
45 H -0.206 4.470 0.088  0.2001
46 H 0.643 2.972 -0.808  0.1716
47 C 3.058 -4.970 0.750  -0.3879
48 N 3.433 -5.972 -0.284  0.9140
49 O 2.772 -5.982 -1.329  -0.5128
50 O 4.380 -6.721 -0.016  -0.5563
51 H 2.214 -4.382 0.382  -0.0197
52 H 2.783 -5.516 1.654  0.3131
53 H 3.927 -4.331 0.920  0.2759
54 C 3.435 6.441 3.402  -0.6647
55 N 3.162 6.299 1.947  0.8456
56 O 2.699 7.284 1.360  -0.5269
57 O 3.419 5.203 1.435  -0.4518
58 H 3.164 7.451 3.717  0.3001
59 H 2.829 5.698 3.925  0.2106
60 H 4.502 6.263 3.556  0.2881
61 C -1.478 7.921 -0.859  -0.7089
62 N -2.133 6.841 -1.646  0.7987
63 O -2.191 5.720 -1.128  -0.4740
64 O -2.570 7.150 -2.760  -0.5073
65 H -1.143 7.509 0.095  0.2948
66 H -0.629 8.284 -1.442  0.2975
67 H -2.217 8.708 -0.701  0.2908
68 C 7.102 -5.590 -1.397  -0.6064
69 N 7.529 -4.284 -1.966  0.8315
70 O 8.735 -4.132 -2.193  -0.5162
71 O 6.641 -3.448 -2.170  -0.5081
72 H 7.982 -6.225 -1.271  0.3122
73 H 6.629 -5.391 -0.433  0.2138
74 H 6.398 -6.042 -2.099  0.2704


Which value of orbital gap does entry 2 give?
8.40 eV